The following is a DFT calculation (ωB97M-V/def2-TZVPD) of a molecular structure, C44H44Br2ClN7OPbS4.

Its frontier orbital gap is 4.95 eV. Its LUMO energy is 3.362 eV. As for the charge: -2. The molar mass comes out at 1217.61 g/mol.

Each line ends with the Löwdin charge.
Cartesian coordinates (Å):
Pb: -1.19 0.46 0.54  1.03
Br: -3.80 2.64 -1.18  0.69
Br: -3.59 0.07 -3.11  0.55
Cl: -4.44 -4.04 4.24  0.66
S: -0.19 1.56 -1.99  0.40
S: 1.80 3.76 -2.25  0.81
S: -0.70 -0.87 2.95  0.44
S: 2.17 -0.34 3.83  0.49
O: -3.02 1.90 1.62  -0.34
N: -0.53 -1.87 -0.71  0.03
N: 1.31 -0.14 0.29  0.00
N: 0.52 3.38 -0.04  -0.10
N: -2.15 -1.96 6.18  0.10
N: 1.91 -1.65 7.38  0.09
N: -4.09 -1.26 1.44  0.09
N: -0.31 2.76 0.90  -0.06
C: -4.65 1.58 -2.53  -1.05
C: 0.14 -4.03 -2.33  -0.16
C: -4.77 -1.81 0.43  -0.18
C: -1.19 -3.74 -2.03  -0.01
C: 1.76 -1.22 -0.34  -0.19
C: 3.11 -1.51 -0.42  0.05
C: -4.58 -3.19 2.74  -0.65
C: -5.37 -3.05 0.50  -0.08
C: -1.06 3.37 4.33  -0.07
C: -0.61 3.50 1.91  -0.26
C: 1.99 -5.43 -3.36  -0.07
C: -5.27 -3.76 1.69  -0.12
C: -1.09 -1.68 5.80  -0.31
C: -1.43 3.01 3.02  -0.14
C: 5.55 -0.92 0.12  -0.56
C: 6.25 0.28 -0.54  -0.05
C: 2.19 0.64 0.91  -0.19
C: 0.24 -1.34 5.43  -0.44
C: -2.43 6.12 -4.18  -0.11
C: -1.19 6.31 -4.79  -0.10
C: 0.60 2.87 -1.23  -1.15
C: -0.13 4.93 1.96  -0.03
C: -0.14 -6.50 -2.65  -0.05
C: 3.56 0.43 0.84  -0.03
C: 1.11 -3.21 -1.78  0.05
C: -1.79 2.96 5.43  -0.12
C: 1.21 5.47 -1.98  -0.44
C: -1.30 5.53 -2.13  -0.04
C: 4.05 -0.66 0.17  -0.16
C: -0.06 5.73 -2.73  -0.29
C: 0.59 -0.86 4.15  -1.19
C: 6.07 -1.11 1.55  -0.04
C: -3.99 -1.93 2.59  -0.16
C: 0.48 -5.22 -3.23  -0.56
C: -3.35 1.86 3.96  -0.04
C: 1.20 -1.50 6.48  -0.32
C: 5.89 -2.18 -0.69  -0.08
C: -2.47 5.72 -2.85  -0.10
C: -1.47 -2.65 -1.23  -0.12
C: -0.02 6.11 -4.07  -0.06
C: 0.75 -2.13 -0.97  -0.18
C: -2.94 2.19 5.22  -0.11
C: -0.10 -4.96 -4.63  -0.05
C: -2.61 2.23 2.79  -0.46
H: 2.02 6.12 -2.31  0.07
H: -4.23 1.24 3.80  0.10
H: 2.15 -3.40 -1.97  0.09
H: -5.72 -4.74 1.81  0.10
H: 2.44 -5.64 -2.39  0.09
H: 1.08 5.57 -0.90  0.05
H: -3.42 -1.47 3.39  0.07
H: 5.85 -0.24 2.17  0.08
H: 5.44 -3.07 -0.24  0.09
H: 5.60 -1.97 2.03  0.09
H: 7.33 0.11 -0.58  0.08
H: -0.52 5.45 2.83  0.07
H: 0.11 -7.36 -3.27  0.08
H: 0.97 4.97 1.97  0.08
H: -1.18 -4.79 -4.58  0.08
H: -0.14 3.92 4.48  0.11
H: 5.56 -2.09 -1.72  0.08
H: -3.42 5.55 -2.36  0.07
H: -2.49 -2.40 -0.97  0.09
H: 2.48 -4.56 -3.80  0.09
H: 6.06 1.19 0.02  0.08
H: -0.45 5.45 1.06  0.06
H: 0.08 -5.81 -5.28  0.08
H: -4.84 2.19 -3.40  -0.01
H: 0.23 -6.68 -1.64  0.09
H: -3.34 6.27 -4.73  0.09
H: 1.79 1.49 1.44  0.09
H: -1.34 5.20 -1.10  0.10
H: -3.51 1.84 6.08  0.09
H: -1.45 3.19 6.43  0.08
H: 5.88 0.42 -1.56  0.09
H: 0.94 6.24 -4.56  0.11
H: -2.01 -4.33 -2.43  0.11
H: 2.18 -6.29 -4.01  0.08
H: 7.16 -1.26 1.54  0.08
H: 4.20 1.12 1.37  0.12
H: 6.98 -2.32 -0.69  0.08
H: -5.56 1.18 -2.11  -0.01
H: 0.36 -4.07 -5.07  0.09
H: -1.15 6.60 -5.83  0.09
H: -4.84 -1.21 -0.47  0.08
H: -1.23 -6.42 -2.59  0.07
H: 3.44 -2.40 -0.94  0.09
H: -5.91 -3.46 -0.34  0.09